# 1
The following is a DFT calculation (the ωB97M-V functional and the def2-TZVPD basis) of a structure of composition C60H60Ge2MnN3OS4 at a distorted geometry.

XYZ file:
```
131
Properties=species:S:1:pos:R:3:nbo_charge:R:1
Mn -2.86 0.29 0.98 1.217
O -6.17 -1.78 0.00 -0.634
C -5.05 -1.42 0.35 0.628
N -4.59 -0.16 0.39 -0.675
C -5.48 0.94 0.08 -0.277
C -5.32 1.90 1.22 0.262
C -6.36 2.61 1.79 -0.245
C -6.10 3.43 2.88 -0.125
C -4.80 3.53 3.34 -0.263
C -3.81 2.78 2.73 0.089
N -4.06 1.95 1.71 -0.546
C -3.98 -2.37 0.80 0.145
C -4.02 -3.72 0.50 -0.214
C -2.96 -4.52 0.89 -0.162
C -1.90 -3.94 1.57 -0.192
C -1.94 -2.58 1.84 0.067
N -2.95 -1.80 1.46 -0.514
H -6.50 0.58 -0.06 0.246
H -5.14 1.43 -0.85 0.220
H -7.35 2.51 1.38 0.231
H -6.91 3.95 3.37 0.225
H -4.55 4.16 4.18 0.231
H -2.78 2.81 3.06 0.231
H -4.87 -4.09 -0.05 0.248
H -2.95 -5.58 0.66 0.221
H -1.04 -4.51 1.87 0.223
H -1.12 -2.10 2.36 0.232
C 2.45 -6.21 0.73 -0.627
C 2.05 -5.18 -0.29 0.015
C 0.74 -5.05 -0.71 -0.233
C 0.38 -4.14 -1.69 -0.001
C -1.04 -4.04 -2.16 -0.633
C 1.36 -3.33 -2.25 -0.023
C 2.69 -3.42 -1.83 0.022
C 3.75 -2.55 -2.44 -0.643
C 3.01 -4.35 -0.85 -0.230
C 0.98 -2.48 -3.40 0.052
C 1.18 -2.99 -4.68 -0.241
C 0.74 -2.30 -5.79 -0.189
C 0.08 -1.10 -5.64 -0.213
C -0.11 -0.56 -4.37 -0.036
C 0.37 -1.24 -3.26 -0.429
Ge 0.08 -0.44 -1.44 1.214
S -2.09 -0.18 -1.08 -0.713
S 0.98 1.60 -0.98 -0.604
Ge 0.95 0.77 1.15 1.222
S -1.07 0.91 2.10 -0.721
S 1.07 -1.41 0.40 -0.597
C 2.50 1.51 2.21 -0.328
C 2.79 2.87 2.09 -0.049
C 3.93 3.38 2.70 -0.213
C 4.77 2.54 3.42 -0.189
C 4.45 1.21 3.56 -0.211
C 3.31 0.68 2.96 -0.054
C 2.99 -0.74 3.21 -0.133
C 3.65 -1.75 2.51 0.136
C 4.62 -1.42 1.42 -0.654
C 3.42 -3.08 2.86 -0.252
C 2.55 -3.41 3.89 0.013
C 2.36 -4.84 4.30 -0.629
C 1.88 -2.39 4.55 -0.231
C 2.09 -1.06 4.24 0.032
C 1.41 0.02 5.01 -0.643
C 1.87 3.78 1.37 -0.034
C 2.15 4.21 0.08 0.022
C 3.44 3.86 -0.60 -0.642
C 1.21 4.99 -0.59 -0.220
C 0.01 5.34 0.00 0.011
C -1.03 6.11 -0.75 -0.625
C -0.21 4.98 1.32 -0.227
C 0.71 4.21 2.02 0.016
C 0.48 3.88 3.47 -0.638
C -0.89 0.69 -4.21 -0.040
C -2.28 0.61 -4.12 0.038
C -3.03 -0.69 -4.23 -0.639
C -3.01 1.78 -3.96 -0.229
C -2.39 3.02 -3.90 0.003
C -3.18 4.28 -3.73 -0.628
C -1.01 3.08 -4.02 -0.183
C -0.25 1.93 -4.19 -0.005
C 1.23 2.02 -4.40 -0.638
H 1.58 -6.72 1.13 0.209
H 3.00 -5.75 1.54 0.215
H 3.10 -6.96 0.27 0.220
H -0.02 -5.70 -0.29 0.196
H -1.64 -4.86 -1.76 0.209
H -1.09 -4.05 -3.24 0.222
H -1.49 -3.10 -1.82 0.234
H 3.31 -1.79 -3.08 0.224
H 4.43 -3.16 -3.04 0.219
H 4.33 -2.06 -1.66 0.224
H 4.04 -4.43 -0.53 0.201
H 1.66 -3.96 -4.78 0.216
H 0.90 -2.71 -6.78 0.215
H -0.32 -0.58 -6.50 0.218
H 4.15 4.43 2.61 0.217
H 5.66 2.94 3.88 0.215
H 5.08 0.55 4.15 0.218
H 4.34 -0.49 0.93 0.227
H 4.64 -2.22 0.68 0.217
H 5.62 -1.31 1.82 0.218
H 3.95 -3.85 2.33 0.199
H 3.28 -5.41 4.12 0.215
H 1.56 -5.30 3.73 0.216
H 2.11 -4.91 5.36 0.216
H 1.19 -2.64 5.34 0.202
H 1.00 -0.37 5.94 0.215
H 0.59 0.44 4.43 0.233
H 2.10 0.83 5.25 0.222
H 3.86 2.94 -0.20 0.227
H 4.17 4.66 -0.45 0.218
H 3.28 3.74 -1.67 0.223
H 1.42 5.30 -1.60 0.204
H -0.77 6.18 -1.80 0.214
H -1.13 7.12 -0.35 0.218
H -2.00 5.61 -0.65 0.216
H -1.12 5.29 1.82 0.199
H -0.41 4.40 3.84 0.209
H 1.34 4.19 4.07 0.220
H 0.35 2.81 3.62 0.231
H -2.37 -1.54 -4.11 0.221
H -3.51 -0.76 -5.20 0.217
H -3.80 -0.74 -3.46 0.231
H -4.09 1.72 -3.88 0.200
H -4.25 4.07 -3.70 0.210
H -2.98 4.96 -4.56 0.216
H -2.89 4.78 -2.81 0.217
H -0.52 4.04 -3.99 0.194
H 1.57 3.05 -4.30 0.214
H 1.50 1.66 -5.40 0.220
H 1.77 1.41 -3.67 0.228
```

For the total energy, the calculation gives -9459.809900 Ha. The maximum force is 1.44 eV/A. The molecular weight is 1167.59 g mol⁻¹. The multiplicity is 5. The value obtained for the frontier orbital gap (spin up / spin down) is 7.0 / 7.6 eV. The LUMO energy (spin up / spin down) is -0.600 / -0.191 eV.

***

# 2
The following is a DFT calculation (the ωB97M-V functional and the def2-TZVPD basis) of the molecule C3H5NOS2 at a distorted geometry.

XYZ file:
```
12
Properties=species:S:1:pos:R:3:nbo_charge:R:1
C -0.56 -0.61 -0.03 0.537
C 0.69 -1.36 0.15 -0.613
C 1.20 1.26 0.08 -0.235
H -2.42 1.14 -0.36 0.135
H 0.85 -2.11 -0.64 0.280
H 0.66 -1.56 1.28 0.260
H 1.59 1.84 -0.93 0.232
H 1.00 1.93 1.07 0.234
N -1.78 -1.09 -0.30 -0.565
O -0.23 0.81 -0.20 -0.571
S -3.19 0.07 0.02 0.119
S 2.19 -0.31 -0.12 0.188
```

For the total energy, the calculation gives -1043.564607 Ha. The maximum force is 5.08 eV/A. The structure (SMILES) is S/N=C1/CSCO1. The molecular weight is 135.21 g mol⁻¹. The value obtained for the frontier orbital gap is 9.4 eV. The LUMO energy is 0.471 eV.

***

# 3
The following is a DFT calculation (the ωB97M-V functional and the def2-TZVPD basis) of the molecule C16H11BrF3N5O3 at a distorted geometry.

XYZ file:
```
39
Properties=species:S:1:pos:R:3:nbo_charge:R:1
O -0.31 -3.19 1.16 -0.580
O 0.00 2.53 -6.00 -0.534
F 0.32 0.31 8.77 -0.313
F -0.17 1.88 7.29 -0.326
F 1.72 0.36 7.08 -0.299
Br 0.37 -3.64 -1.86 0.183
N 1.74 -0.23 -4.55 -0.188
N 1.47 -1.02 -3.50 -0.035
N -0.47 0.39 0.49 -0.169
O -0.58 -0.32 6.80 -0.492
C -0.25 -2.09 0.56 0.573
C 0.69 1.49 -5.99 0.559
C -0.22 0.33 -0.85 -0.017
C 0.01 -2.07 -0.90 -0.119
C 0.66 0.60 -4.80 -0.081
C 0.04 -0.85 -1.60 0.096
C -0.24 0.35 -3.81 0.224
C 0.32 -1.32 4.89 -0.182
C -1.26 0.46 4.58 -0.226
C 0.23 -1.56 3.55 -0.212
C -1.17 0.52 3.18 -0.205
C -0.51 -0.38 5.45 0.229
C -0.44 -0.60 2.63 0.133
N 0.29 -0.62 -2.96 -0.213
N -0.37 -0.80 1.23 -0.240
C 0.39 0.58 7.42 1.168
C 1.64 1.31 -7.17 -0.705
C -1.62 0.92 -3.52 -0.667
H -0.18 1.30 -1.20 0.226
H 0.89 -1.96 5.46 0.217
H -1.91 1.22 5.04 0.228
H 0.81 -2.50 3.22 0.260
H -1.63 1.38 2.68 0.253
H 1.47 0.33 -7.71 0.237
H 1.43 2.08 -7.91 0.241
H 2.66 1.52 -6.87 0.247
H -2.41 0.43 -4.03 0.241
H -1.52 2.03 -3.78 0.263
H -1.92 0.80 -2.45 0.227
```

For the total energy, the calculation gives -3989.287173 Ha. The maximum force is 4.89 eV/A. The structure (SMILES) is CC(=O)c1nnn(-c2cnn(-c3ccc(OC(F)(F)F)cc3)c(=O)c2Br)c1C. The molecular weight is 458.19 g mol⁻¹. The value obtained for the frontier orbital gap is 7.5 eV. The LUMO energy is -1.438 eV.

***

# 4
The following is a DFT calculation (the ωB97M-V functional and the def2-TZVPD basis) of the molecule C16H28O6 at a distorted geometry.

XYZ file:
```
50
Properties=species:S:1:pos:R:3:nbo_charge:R:1
O -4.48 -4.17 1.80 -0.605
O -5.35 -2.10 2.06 -0.690
O 0.56 2.46 0.77 -0.717
O -2.43 -4.39 0.04 -0.765
O 1.51 -4.01 -2.08 -0.743
O 0.37 -2.32 -0.96 -0.564
C -4.37 -3.04 2.04 0.830
C 0.78 0.31 -0.44 -0.195
C -0.50 -0.24 -0.23 -0.178
C 1.79 6.73 -0.81 -0.607
C -3.06 -2.69 2.71 -0.519
C 0.97 1.78 -0.45 0.040
C 2.61 5.80 -1.63 -0.377
C 2.51 1.95 -0.59 -0.405
C 2.25 4.28 -1.61 -0.414
C 2.91 3.43 -0.52 -0.397
C -2.20 -1.79 1.73 -0.399
C 0.08 -4.57 0.01 -0.466
C -1.18 -4.09 0.73 0.097
C -1.05 -2.49 0.93 -0.243
C 0.33 -3.70 -1.26 0.413
C -0.82 -1.71 -0.46 0.072
H -6.14 -2.35 1.54 0.501
H 1.13 2.13 1.46 0.459
H -3.18 -4.44 0.63 0.494
H 2.18 -3.42 -2.15 0.480
H 1.54 -0.27 -0.79 0.208
H -1.27 0.44 0.03 0.210
H 0.86 6.88 -1.36 0.201
H 2.42 7.70 -0.87 0.207
H 1.73 6.31 0.20 0.210
H -3.19 -2.25 3.68 0.239
H -2.65 -3.68 2.79 0.229
H 0.37 2.21 -1.32 0.196
H 2.58 6.17 -2.70 0.195
H 3.63 5.95 -1.17 0.187
H 2.92 1.51 -1.51 0.209
H 2.87 1.43 0.31 0.193
H 1.20 4.29 -1.53 0.200
H 2.51 3.84 -2.59 0.199
H 2.65 3.68 0.58 0.202
H 3.97 3.41 -0.61 0.201
H -2.89 -1.36 0.84 0.191
H -1.94 -0.85 2.19 0.227
H 0.04 -5.61 -0.25 0.231
H 1.03 -4.45 0.57 0.223
H -1.17 -4.65 1.62 0.181
H -0.20 -2.29 1.64 0.214
H -0.53 -3.82 -1.88 0.141
H -1.67 -1.95 -1.12 0.202
```

For the total energy, the calculation gives -1077.778967 Ha. The maximum force is 6.61 eV/A. The structure (SMILES) is CCCCC[C@H](O)/C=C/[C@H]1O[C@@H](O)C[C@H](O)[C@@H]1CCC(=O)O. The molecular weight is 316.39 g mol⁻¹. The value obtained for the frontier orbital gap is 9.6 eV. The LUMO energy is 0.503 eV.